Record 1
Computed, not measured: C27H25BrClN6O5S3Sm as an isolated structure at a distorted geometry, with wB97M-V/def2-TZVPD.

CARTESIAN COORDINATES (ANGSTROEM)
Sm (0.2684, 0.4432, -0.4409)
O (0.4711, -1.3000, -2.8928)
Cl (-0.7767, -0.6136, -2.6796)
O (-1.7666, -0.8940, -3.6510)
O (-1.2566, -0.9547, -1.3006)
O (-0.4552, 0.8311, -2.6014)
N (-0.6230, 1.5844, 3.8209)
C (-1.9782, 1.3706, 3.5527)
C (-3.1346, 1.6822, 4.2637)
C (-4.3265, 1.3031, 3.6884)
C (-4.3666, 0.6207, 2.4603)
C (-3.2131, 0.3242, 1.7682)
C (-2.0040, 0.7392, 2.3247)
N (-0.6832, 0.5982, 1.8511)
C (0.0873, 1.1019, 2.7949)
C (1.5461, 1.0500, 2.7084)
C (2.4515, 1.2145, 3.6944)
S (4.0144, 0.9240, 3.0900)
C (3.3637, 0.5922, 1.5595)
N (2.0728, 0.7019, 1.4855)
H (-0.2492, 2.0186, 4.6466)
H (-3.1054, 2.1828, 5.2248)
H (-5.2548, 1.5218, 4.2027)
H (-5.3273, 0.3159, 2.0625)
H (-3.2309, -0.2321, 0.8392)
H (2.2859, 1.4679, 4.7365)
H (3.9923, 0.3186, 0.7168)
C (6.5123, -4.6408, 2.6187)
C (5.4222, -4.0946, 1.7271)
C (5.7099, -3.1693, 0.7240)
C (4.7125, -2.7096, -0.1260)
C (3.4118, -3.1698, 0.0337)
C (3.0952, -4.0865, 1.0335)
C (4.0989, -4.5387, 1.8690)
S (2.2338, -2.5115, -1.0686)
C (1.1642, -3.9150, -1.2950)
O (1.4063, -1.5221, -0.2218)
H (7.4060, -4.0181, 2.5891)
H (6.7942, -5.6443, 2.2855)
H (6.1738, -4.7272, 3.6514)
H (6.7306, -2.8184, 0.5963)
H (4.9511, -2.0088, -0.9249)
H (2.0774, -4.4447, 1.1688)
H (3.8594, -5.2582, 2.6476)
H (0.4972, -3.9658, -0.4339)
H (1.7703, -4.8157, -1.3899)
H (0.5942, -3.7420, -2.2037)
Br (-5.2333, 5.2313, -0.8587)
C (-3.8378, 4.0080, -0.7026)
C (-3.9286, 2.7625, -1.2931)
C (-2.8726, 1.8878, -1.1400)
N (-1.7588, 2.1761, -0.4572)
C (-1.6981, 3.3891, 0.0995)
C (-2.6996, 4.3321, 0.0109)
H (-4.8015, 2.4720, -1.8640)
H (-2.9449, 0.9074, -1.5828)
H (-0.7999, 3.6210, 0.6605)
H (-2.5908, 5.2984, 0.4899)
S (1.5177, 3.1111, -0.7911)
C (2.3116, 2.3043, -2.0416)
N (2.9567, 3.0266, -3.0389)
C (3.6487, 2.4201, -4.0856)
C (3.6750, 1.0582, -4.1364)
C (2.9965, 0.3516, -3.1336)
N (2.3337, 0.9766, -2.0850)
H (2.8966, 4.0259, -2.9797)
H (4.1255, 3.0627, -4.8061)
H (4.1906, 0.5387, -4.9321)
H (2.9689, -0.7230, -3.1514)

Forces on the atoms, in the same order (eV/Å):
2.0 0.9 2.7
-0.9 0.2 0.0
-0.7 -1.1 -2.3
0.7 0.3 0.8
-0.6 -0.4 -1.1
-0.6 -0.5 -0.6
-0.3 0.2 0.5
0.3 0.3 0.4
0.1 0.0 0.2
-0.1 0.0 0.0
-0.1 0.0 0.0
0.1 0.0 -0.1
0.4 -0.3 -0.5
-0.4 -0.1 0.0
0.0 -0.2 -0.2
-0.5 0.0 -0.3
0.2 0.2 0.6
0.3 0.0 0.1
0.3 0.0 -0.3
-0.5 0.1 -0.1
0.0 0.0 0.1
0.0 0.0 -0.1
0.1 0.0 0.0
0.1 0.0 0.0
-0.1 0.0 0.0
0.1 -0.1 -0.2
-0.1 0.0 0.1
-0.2 0.0 -0.2
0.1 0.0 0.1
0.1 0.0 0.0
0.1 0.0 0.0
0.3 -0.1 0.2
0.0 0.0 0.2
0.1 0.0 0.1
-0.1 0.2 0.1
-0.2 -0.1 0.0
0.0 -0.2 -0.1
-0.1 0.0 0.0
0.0 0.1 0.0
0.0 0.0 0.0
-0.1 -0.1 0.0
0.0 -0.1 0.1
0.2 0.1 0.0
0.0 0.1 -0.1
0.0 -0.1 0.0
-0.1 0.1 0.0
0.0 0.0 0.0
-0.1 0.1 0.0
-0.1 0.1 0.0
-0.1 -0.2 -0.1
-0.1 0.0 0.0
0.1 0.0 -0.2
0.1 0.0 0.2
0.2 0.2 0.2
0.1 0.0 0.1
0.1 -0.1 -0.1
0.0 0.0 0.1
0.0 -0.1 -0.1
-0.1 0.6 0.1
1.1 -1.5 -1.6
-0.3 0.1 0.6
0.1 0.6 -0.2
-0.6 -0.2 0.9
0.3 -0.5 -0.1
-0.4 1.1 0.4
0.1 0.3 -0.1
0.0 0.1 0.1
0.0 0.0 0.0
-0.1 0.0 0.1

Properties
HOMO (alpha / beta) in Eh: -0.4243 / -0.5046
Kohn-Sham gap (alpha / beta) in Ha: 0.2402 / 0.1726
Energy relative to the best compared isomer or geometry (same formula, charge and spin) in kJ/mol: 415.84
DFT total energy in Eh: -6634.6304
2S+1: 6
Charge: +2

Record 2
Computed, not measured: an isolated molecule of C6H8N2O2 at a distorted geometry, with wB97M-V/def2-TZVPD.

CARTESIAN COORDINATES (ANGSTROEM)
O (-2.2937, -1.6236, -2.2020)
C (-1.4315, -1.0241, -1.6002)
N (-1.1751, -0.9040, -0.2476)
C (0.0171, -0.0861, -0.4817)
C (0.2945, 1.1233, 0.3509)
C (0.5701, 0.8068, 1.7912)
N (1.5944, 0.2563, 2.2827)
C (0.9888, -0.8175, -1.3405)
C (-0.2444, -0.1678, -1.9723)
H (-1.2500, -1.6430, 0.4452)
H (1.1655, 1.6572, -0.0588)
H (-0.5635, 1.8138, 0.3106)
H (1.9248, -0.2979, -1.5555)
H (1.0623, -1.9046, -1.2778)
H (-0.1884, 0.6105, -2.7307)
O (-0.4977, 0.9331, 2.7182)
H (-1.3072, 1.1819, 2.2556)
H (1.3341, 0.0859, 3.3125)

Forces on the atoms, in the same order (eV/Å):
0.8 0.5 0.6
-1.0 -0.8 -1.1
0.0 0.2 0.8
0.2 -0.1 0.0
0.1 0.9 0.0
-0.9 -1.4 2.1
-0.3 0.2 1.0
0.2 -0.1 0.0
0.1 0.3 -0.1
0.0 0.1 -0.2
-0.3 -0.2 0.1
0.2 -0.2 -0.1
-0.2 -0.2 0.1
0.0 0.3 0.0
0.0 -0.3 0.2
0.3 0.4 -1.5
0.0 0.1 0.1
0.8 0.2 -1.8

Properties
HOMO in Eh: -0.3636
Kohn-Sham gap in Ha: 0.3841
Energy relative to the best compared isomer or geometry (same formula, charge and spin) in kJ/mol: 204.64
DFT total energy in Eh: -493.3689
SMILES: [H]/N=C(\O)C[C@]12C[C@H]1C(=O)N2

Record 3
Computed, not measured: C41H38BrN7O3Se2Sn as an isolated structure, with wB97M-V/def2-TZVPD.

CARTESIAN COORDINATES (ANGSTROEM)
Sn (0.1572, 1.5170, 0.4412)
C (-3.2586, -2.9782, 3.2028)
C (-1.8653, -2.6288, 2.7492)
C (-1.3678, -3.0490, 1.5156)
C (-0.1209, -2.6701, 1.0606)
C (0.7221, -1.8272, 1.8155)
N (1.8660, -1.2660, 1.3242)
C (2.7838, -1.9910, 0.6999)
C (2.9738, -3.4001, 0.8513)
C (3.9910, -4.0848, 0.2226)
C (4.9033, -3.4584, -0.6296)
C (6.0055, -4.2148, -1.3211)
C (4.7450, -2.0856, -0.7945)
C (3.7444, -1.3749, -0.1612)
N (3.6605, 0.0313, -0.4211)
C (3.1521, 0.6091, -1.5293)
C (3.2784, 1.9712, -1.3766)
C (3.8803, 2.1138, -0.1127)
N (4.1130, 0.9406, 0.4567)
C (0.2194, -1.4480, 3.0745)
C (-1.0372, -1.8270, 3.5203)
N (0.9971, -0.5839, 3.9054)
C (0.7786, 0.7327, 4.1012)
C (1.7920, 1.1917, 4.9119)
C (2.5833, 0.0533, 5.1471)
N (2.0985, -1.0177, 4.5366)
H (-3.6643, -3.8019, 2.6122)
H (-3.9413, -2.1303, 3.0916)
H (-3.2776, -3.2784, 4.2539)
H (-1.9982, -3.6549, 0.8698)
H (0.1864, -2.9253, 0.0529)
H (2.2909, -3.9339, 1.5010)
H (4.0778, -5.1571, 0.3913)
H (5.7366, -5.2667, -1.4548)
H (6.9495, -4.1944, -0.7645)
H (6.2086, -3.7996, -2.3129)
H (5.4190, -1.5336, -1.4447)
H (2.7456, 0.0126, -2.3258)
H (2.9478, 2.7391, -2.0555)
H (4.1419, 3.0199, 0.4116)
H (-1.3639, -1.4707, 4.4929)
H (-0.0701, 1.2313, 3.6581)
H (1.9381, 2.2007, 5.2570)
H (3.4883, -0.0329, 5.7286)
Br (-7.0168, 0.0686, -1.4522)
C (-5.2270, 0.0332, -0.7860)
C (-4.9888, 0.2740, 0.5665)
C (-3.6964, 0.2561, 1.0373)
C (-2.5877, 0.0055, 0.1882)
O (-1.3947, 0.0640, 0.6696)
C (-2.8657, -0.2842, -1.1783)
C (-1.8370, -0.5515, -2.1798)
N (-0.6101, -0.7815, -1.9544)
C (0.2631, -0.8545, -3.0361)
C (0.3766, 0.1863, -3.9305)
C (1.3740, 0.1803, -4.9275)
C (2.2554, -0.8573, -5.0311)
C (2.1623, -1.9503, -4.1345)
C (3.0688, -3.0368, -4.1586)
C (2.9468, -4.0342, -3.2407)
C (1.8847, -3.9669, -2.3091)
N (1.0193, -2.9934, -2.2647)
C (1.1574, -1.9664, -3.1413)
C (-4.1842, -0.2449, -1.6397)
H (-5.8130, 0.4986, 1.2313)
H (-3.4739, 0.4791, 2.0735)
H (-2.2107, -0.5525, -3.2160)
H (-0.2631, 1.0503, -3.7984)
H (1.4516, 1.0292, -5.5962)
H (3.0435, -0.8538, -5.7754)
H (3.8657, -3.0423, -4.8948)
H (3.6464, -4.8588, -3.1987)
H (1.7717, -4.7480, -1.5648)
H (-4.3789, -0.4327, -2.6895)
O (-5.4489, 3.6725, 0.0924)
C (-4.5627, 4.7426, -0.1906)
C (-3.0585, 4.4127, -0.0823)
C (-2.3558, 5.6888, -0.5825)
O (-1.0558, 5.9120, -0.0938)
C (-2.7841, 4.1146, 1.3978)
Se (-1.0965, 3.3161, 2.0526)
C (-2.8046, 3.2251, -1.0181)
Se (-0.9701, 2.8843, -1.6495)
H (-5.1382, 2.8794, -0.3618)
H (-4.8083, 5.5262, 0.5315)
H (-4.7585, 5.1402, -1.1984)
H (-2.9383, 6.5616, -0.2637)
H (-2.3653, 5.6724, -1.6834)
H (-0.5631, 5.0817, -0.1948)
H (-3.5826, 3.4653, 1.7550)
H (-2.8520, 5.0582, 1.9443)
H (-3.3760, 3.3822, -1.9384)
H (-3.1624, 2.3060, -0.5571)

Forces on the atoms, in the same order (eV/Å):
-0.1 0.0 0.0
0.0 0.0 0.0
0.0 0.0 0.0
0.0 0.0 0.0
0.0 0.0 0.0
0.0 -0.1 0.0
-0.1 0.1 0.0
0.0 0.0 0.0
0.0 0.0 0.0
0.0 0.0 0.0
0.0 0.0 0.0
0.0 0.0 0.0
0.0 0.0 0.0
0.0 0.0 0.0
0.0 0.0 0.0
0.0 0.0 0.0
0.0 0.0 0.0
0.0 0.0 0.0
0.0 0.0 0.0
0.0 0.0 0.0
0.0 0.0 0.0
0.0 0.0 0.0
0.0 0.0 0.0
0.0 0.0 0.0
0.0 0.0 0.0
0.0 0.0 0.0
0.0 0.0 0.0
0.0 0.0 0.0
0.0 0.0 0.0
0.0 0.0 0.0
0.0 0.0 0.0
0.0 0.0 0.0
0.0 0.0 0.0
0.0 0.0 0.0
0.0 0.0 0.0
0.0 0.0 0.0
0.0 0.0 0.0
0.0 0.0 0.0
0.0 0.0 0.0
0.0 0.0 0.0
0.0 0.0 0.0
0.0 0.0 0.0
0.0 0.0 0.0
0.0 0.0 0.0
0.0 0.0 0.0
0.0 0.0 0.0
0.0 0.0 0.0
0.0 0.0 0.0
0.0 0.0 0.0
0.1 0.1 -0.1
0.0 0.0 0.0
0.0 0.0 0.0
0.0 0.0 0.0
0.0 0.0 0.0
0.0 0.0 0.0
0.0 0.0 0.0
0.0 0.0 0.0
0.0 0.0 0.0
0.0 0.0 0.0
0.0 0.0 0.0
0.0 0.0 0.0
0.0 0.0 0.1
0.0 0.0 0.0
0.0 0.0 0.0
0.0 0.0 0.0
0.0 0.0 0.0
0.0 0.0 0.0
0.0 0.0 0.0
0.0 0.0 0.0
0.0 0.0 0.0
0.0 0.0 0.0
0.0 0.0 0.0
0.0 0.0 0.0
0.0 0.0 0.0
0.0 0.0 0.0
0.0 0.0 0.0
0.1 0.0 0.0
0.0 0.0 0.0
0.0 0.0 0.0
0.0 0.0 0.0
0.0 0.0 0.0
0.0 0.0 0.0
0.0 0.0 0.0
0.0 0.0 0.0
0.0 0.0 0.0
0.0 0.0 0.0
0.0 0.0 0.0
0.0 0.0 0.0
0.0 0.0 0.0
0.0 0.0 0.0
0.0 0.0 0.0
0.0 0.0 0.0
0.0 0.0 0.0

Properties
HOMO in Eh: -0.0446
Kohn-Sham gap in Ha: 0.1846
Energy relative to the best compared isomer or geometry (same formula, charge and spin) in kJ/mol: 0.00
DFT total energy in Eh: -9785.4711
Charge: -2

Record 4
Computed, not measured: a 2-piece molecular cluster, C2HBrN2O2 overall at a distorted geometry, with wB97M-V/def2-TZVPD.

CARTESIAN COORDINATES (ANGSTROEM)
C (0.0737, 2.5336, -0.2764)
C (0.2154, 1.1932, 0.1823)
N (-0.0230, 3.6622, -0.4430)
N (-0.1647, 1.1868, 1.6207)
O (-1.3647, 1.1467, 1.8316)
O (0.6829, 1.2610, 2.4480)
Br (2.0950, 0.7548, -0.1930)
H (-0.6410, 0.2381, -0.6552)

Forces on the atoms, in the same order (eV/Å):
-0.6 0.6 0.1
-0.9 -3.3 -3.7
0.0 0.3 -0.4
-1.8 -0.6 0.6
0.4 0.0 -0.5
1.1 0.0 0.5
-0.8 -0.2 0.4
2.6 3.1 3.0

Properties
HOMO in Eh: -0.4239
Kohn-Sham gap in Ha: 0.3788
Energy relative to the best compared isomer or geometry (same formula, charge and spin) in kJ/mol: 439.60
DFT total energy in Eh: -2910.6222